# 1
{"formula": "C55H44N6O2STi", "method": "wB97M-V/def2-TZVPD", "symbols": ["Ti", "C", "C", "C", "C", "C", "C", "C", "C", "C", "C", "C", "N", "C", "C", "C", "C", "C", "C", "C", "C", "C", "C", "C", "C", "C", "N", "C", "C", "C", "C", "C", "C", "C", "C", "C", "C", "C", "C", "N", "C", "C", "N", "C", "C", "C", "C", "C", "C", "H", "H", "H", "H", "H", "H", "H", "H", "H", "H", "H", "H", "H", "H", "H", "H", "H", "H", "H", "H", "H", "H", "H", "H", "H", "H", "H", "H", "C", "C", "C", "N", "C", "S", "N", "C", "O", "C", "C", "C", "C", "C", "C", "H", "H", "H", "H", "H", "H", "H", "H", "H", "H", "H", "H", "H", "H", "O", "H", "H"], "xyz": [[1.15612, -0.50305, 0.03320], [1.88088, -6.06782, 4.81351], [3.13831, -5.57203, 4.49420], [3.26516, -4.44397, 3.69246], [2.13739, -3.79168, 3.19546], [0.87641, -4.28338, 3.54583], [0.74834, -5.41649, 4.34144], [2.22823, -2.60182, 2.30231], [2.91188, -2.67918, 1.03130], [3.97676, -3.52980, 0.65970], [4.51975, -3.01305, -0.51006], [3.73797, -1.90010, -0.87491], [2.76164, -1.71866, 0.07342], [3.75715, -1.23416, -2.15442], [2.72834, -0.45456, -2.61474], [2.44002, -0.12346, -4.00196], [1.19887, 0.39296, -4.04965], [0.71234, 0.52356, -2.67956], [-0.36389, 1.27871, -2.26140], [-1.28310, 1.89041, -3.26408], [-0.82769, 2.73271, -4.27980], [-1.71973, 3.33064, -5.16339], [-3.08468, 3.09610, -5.04800], [-3.55099, 2.26827, -4.03509], [-2.65687, 1.67674, -3.15176], [-0.45073, 1.79104, -0.90772], [0.24795, 1.28763, 0.15860], [0.29467, 2.25874, 1.13673], [0.89165, 2.04507, 2.41957], [1.03592, 3.17914, 3.37867], [-0.04705, 3.95115, 3.80047], [0.13491, 5.01218, 4.67818], [1.40330, 5.32181, 5.14977], [2.49024, 4.55803, 4.74411], [2.30619, 3.49105, 3.87089], [1.34178, 0.80640, 2.82013], [1.41878, 0.33750, 4.18991], [1.59646, -1.00084, 4.15324], [1.72821, -1.39265, 2.75749], [1.56166, -0.26744, 1.97255], [-0.41380, 3.38858, 0.68497], [-0.92709, 3.07940, -0.56621], [1.66290, -0.01507, -1.83302], [4.91990, -1.53217, -3.04413], [4.78182, -2.23132, -4.24330], [5.88369, -2.47472, -5.05628], [7.14272, -2.03061, -4.67502], [7.29576, -1.35747, -3.46975], [6.19328, -1.11412, -2.66058], [1.78477, -6.95288, 5.43242], [4.02561, -6.06074, 4.87901], [4.25014, -4.05303, 3.46390], [-0.00272, -3.77468, 3.16636], [-0.23817, -5.78989, 4.59381], [4.32312, -4.38666, 1.21925], [5.36263, -3.39456, -1.06856], [3.10350, -0.29086, -4.83739], [0.65008, 0.67420, -4.93494], [0.23263, 2.94665, -4.35258], [-1.34645, 3.98810, -5.93963], [-3.77943, 3.55960, -5.73855], [-4.61578, 2.07939, -3.93370], [-3.02354, 1.03153, -2.35996], [-1.04319, 3.70563, 3.45005], [-0.71995, 5.59595, 4.99950], [1.54386, 6.15355, 5.83148], [3.48548, 4.79197, 5.10289], [3.15296, 2.90086, 3.54062], [1.30242, 0.95845, 5.06760], [1.67532, -1.67842, 4.99178], [-0.51340, 4.32329, 1.21628], [-1.50082, 3.72197, -1.21827], [3.80410, -2.60397, -4.52913], [5.75914, -3.01656, -5.98566], [8.00048, -2.21109, -5.31375], [8.27671, -1.01889, -3.15977], [6.31159, -0.58856, -1.71961], [-6.41682, -0.86413, -2.04783], [-5.00074, -0.36184, -1.78351], [-4.33649, -1.15743, -0.67825], [-2.95796, -0.68772, -0.42812], [-2.32237, -0.95887, 0.71839], [-0.90400, -1.85989, 0.79212], [-2.87835, -0.59358, 1.89329], [-4.03581, 0.15134, 2.27482], [-4.45463, -0.03492, 3.38027], [-4.64664, 1.14759, 1.35117], [-3.85860, 2.03953, 0.63459], [-4.46384, 3.04078, -0.11015], [-5.84852, 3.13277, -0.15858], [-6.63599, 2.23200, 0.55262], [-6.03350, 1.25088, 1.32507], [-6.90930, -0.25227, -2.80433], [-7.02060, -0.82004, -1.13669], [-6.41361, -1.89775, -2.40284], [-5.02491, 0.69202, -1.49092], [-4.39947, -0.43901, -2.69447], [-4.30116, -2.21920, -0.93792], [-4.91304, -1.06083, 0.23960], [-2.33570, -0.88028, -1.20272], [-2.43983, -1.03829, 2.68853], [-2.77480, 1.97546, 0.67761], [-3.85014, 3.74912, -0.65179], [-6.31727, 3.91702, -0.74188], [-7.71556, 2.30876, 0.52114], [-6.62561, 0.55706, 1.91140], [0.62019, -2.53595, -1.68474], [1.44651, -2.73330, -2.14504], [0.32584, -3.35757, -1.27758]], "forces_ev_per_a": [[-1.2627, -1.2129, -0.6758], [-0.0192, 0.0316, -0.0092], [-0.0188, 0.0572, -0.0234], [0.0469, -0.0600, 0.0547], [0.1218, 0.0466, -0.0318], [0.0928, -0.0628, -0.0254], [0.0314, 0.0931, -0.0067], [0.0148, -0.0310, -0.2686], [0.0181, 0.0632, 0.3220], [0.1413, -0.1497, -0.0067], [0.0362, -0.2325, 0.1053], [-0.1965, 0.0117, -0.2050], [0.7690, 0.1199, -0.0474], [0.1933, -0.4184, 0.2385], [-0.4755, 0.0756, 0.0502], [0.1506, 0.1046, 0.0707], [-0.2826, -0.1868, -0.0071], [0.5375, 0.3201, 0.0662], [-0.0554, 0.1725, 0.2201], [-0.0722, 0.0031, 0.1388], [-0.0421, 0.1104, 0.0374], [0.0072, -0.0940, 0.0556], [0.0525, 0.0026, 0.0121], [-0.0049, -0.0623, 0.0481], [-0.0002, 0.0177, -0.0243], [0.1899, 0.3221, -0.1624], [-0.0020, 0.7232, 0.1438], [-0.0872, -0.0803, 0.1241], [-0.0639, 0.2255, -0.0811], [-0.1800, -0.0531, -0.0456], [-0.0230, 0.0177, 0.0404], [-0.0415, -0.0535, -0.0364], [0.0664, -0.0091, 0.0000], [-0.0736, -0.1170, -0.0524], [-0.0677, 0.1132, -0.0027], [-0.1053, -0.4678, -0.1442], [0.1485, 0.0471, 0.0193], [-0.2539, -0.2327, -0.0931], [0.6155, 0.4345, 0.0698], [0.0294, 0.3424, 1.1571], [-0.1144, 0.1415, -0.0821], [0.1059, 0.0532, -0.0968], [0.6108, 0.1759, -0.9899], [-0.0828, -0.0510, -0.0052], [0.0632, -0.0523, 0.0276], [-0.0441, 0.0469, 0.0863], [-0.0179, 0.0011, -0.0158], [-0.0668, -0.0108, 0.0188], [0.0696, 0.0231, -0.0396], [0.0023, 0.0606, -0.0346], [-0.0209, 0.0169, -0.0275], [-0.0570, -0.0150, 0.0153], [0.0056, -0.0223, 0.0116], [0.0580, 0.0294, -0.0237], [-0.0127, 0.0757, -0.1177], [-0.0826, -0.0184, 0.0613], [-0.0552, -0.0185, 0.0788], [0.0433, 0.0360, 0.0590], [-0.0551, -0.0054, -0.0088], [-0.0080, -0.0216, 0.0273], [0.0352, -0.0139, 0.0318], [0.0703, 0.0099, 0.0065], [0.1501, 0.2655, -0.0860], [0.0380, 0.0054, 0.0108], [0.0295, -0.0301, -0.0133], [-0.0074, -0.0601, -0.0517], [-0.0369, -0.0113, -0.0057], [-0.0120, 0.0195, 0.0242], [0.0401, -0.0315, -0.1035], [-0.0100, 0.0446, -0.0684], [-0.0308, -0.0706, -0.0579], [0.0749, -0.0032, 0.0203], [0.0431, 0.0358, -0.0150], [-0.0131, 0.0028, 0.0165], [-0.0571, -0.0031, 0.0624], [-0.0242, 0.0065, 0.0019], [0.0011, -0.0089, -0.0420], [0.0385, 0.0015, 0.0316], [-0.2140, -0.0479, 0.0068], [-0.0652, 0.2906, 0.0570], [0.0581, -0.3377, -0.3913], [-0.2907, 0.2946, 0.1684], [0.1133, -0.4474, 0.1992], [-0.3085, 0.0172, 0.2945], [0.1864, 0.0001, -0.5864], [-0.2133, -0.1579, 0.5404], [0.2153, 0.1076, 0.0343], [0.1427, -0.0593, 0.0739], [-0.0216, 0.0389, -0.0169], [-0.0151, -0.0230, 0.0212], [0.0577, -0.0080, 0.0158], [-0.1009, -0.0301, -0.0144], [0.0061, -0.0313, 0.0198], [0.0225, 0.0022, -0.0599], [-0.0076, 0.0368, 0.0267], [0.0076, -0.0666, -0.0502], [-0.1003, -0.0100, 0.0254], [0.0485, -0.0525, 0.0004], [0.0183, -0.0715, -0.0471], [-0.0406, -0.0598, -0.1700], [0.0234, 0.1027, 0.1379], [-0.1223, 0.0087, -0.0438], [-0.0014, -0.0312, 0.0072], [0.0204, -0.0527, 0.0119], [0.0281, -0.0082, -0.0025], [0.0059, 0.0652, -0.0153], [-0.1591, 0.0238, -0.0700], [0.0502, 0.0141, 0.0728], [0.0511, -0.0429, 0.0225]], "lowdin_spin": [0.893, 0.004, 0.000, 0.005, 0.012, 0.007, 0.000, 0.116, 0.048, 0.078, 0.047, 0.071, 0.013, 0.040, 0.032, -0.010, 0.008, 0.007, 0.091, 0.008, 0.005, 0.000, 0.005, 0.000, 0.006, 0.054, 0.003, 0.052, 0.065, 0.006, 0.003, 0.000, 0.002, 0.000, 0.005, 0.021, -0.016, 0.002, 0.002, 0.073, 0.061, 0.065, 0.067, 0.003, 0.002, 0.001, 0.001, 0.000, 0.002, 0.000, 0.000, 0.000, 0.001, 0.000, 0.004, 0.001, -0.001, 0.000, 0.000, 0.000, 0.000, 0.000, 0.000, 0.000, 0.000, 0.000, 0.000, 0.001, -0.001, 0.000, 0.002, 0.002, 0.000, 0.000, 0.000, 0.000, 0.000, 0.000, 0.000, 0.001, 0.003, 0.007, 0.007, 0.003, 0.000, 0.001, 0.000, 0.001, 0.000, 0.000, 0.000, 0.000, 0.000, 0.000, 0.000, 0.000, 0.000, 0.000, 0.000, 0.000, 0.000, 0.001, 0.000, 0.000, 0.000, 0.000, 0.002, 0.000, 0.000], "homo_lumo_gap_ha": [0.1687, 0.2025], "e_above_lowest_kj_mol": 108.3, "e_homo_ev": [-5.183, -6.494], "lumo_ha": [-0.0218, -0.0361], "charge": 0, "multiplicity": 3}

# 2
{"formula": "C3H3NO", "method": "wB97M-V/def2-TZVPD", "symbols": ["C", "C", "C", "N", "O", "H", "H", "H"], "xyz": [[0.30053, 1.28033, 0.68367], [0.66537, 0.00981, -0.00254], [-0.50453, -0.67183, -0.50267], [-0.00173, 2.15371, 1.41863], [1.92119, -0.39894, -0.07067], [-1.12301, -0.02231, -1.12734], [-1.09836, -0.77818, 0.46209], [-0.15946, -1.57260, -0.86116]], "forces_ev_per_a": [[0.0611, 2.2133, 2.5862], [6.8821, -0.2309, -0.0941], [-1.4264, 1.1487, 2.1906], [0.8286, -2.5928, -2.5060], [-6.8725, 2.2708, 0.4661], [0.2366, -0.3074, -0.2461], [0.2800, -0.3698, -1.1588], [0.0105, -2.1319, -1.2379]], "nbo_charge": [0.159, 0.481, -0.697, -0.235, -0.476, 0.261, 0.257, 0.250], "homo_lumo_gap_ha": 0.3816, "e_above_lowest_kj_mol": 105.3, "e_homo_ev": -11.265, "lumo_ha": -0.0323, "charge": 0, "smiles": "CC(=O)C#N"}

# 3
{"formula": "C3H9NS2", "method": "wB97M-V/def2-TZVPD", "symbols": ["S", "S", "C", "C", "C", "N", "H", "H", "H", "H", "H", "H", "H", "H", "H"], "xyz": [[-0.72044, 2.62858, 2.41654], [-0.33997, 0.62400, 1.70494], [-1.39320, 0.48102, 0.34109], [-0.51988, -0.70141, -0.23127], [0.94593, -0.41647, -0.58924], [1.33303, -1.13015, -1.82171], [-0.42606, 1.94490, 3.55282], [-2.38360, 0.02528, 0.27828], [-1.36990, 1.29335, -0.38726], [-0.61426, -1.62202, 0.36144], [-1.03099, -1.01384, -1.15176], [1.02484, 0.67469, -0.61725], [1.64601, -0.64445, 0.21894], [1.70610, -0.44592, -2.47297], [2.14239, -1.69755, -1.60260]], "forces_ev_per_a": [[0.4506, -1.6927, 0.6139], [-0.6850, 2.0919, 1.4796], [1.1898, -2.1121, -2.1322], [-0.8092, -0.9321, -1.6355], [-0.2441, 0.2833, 0.3346], [0.5167, 0.6096, 0.1562], [-0.2871, 1.1369, 0.2330], [-0.3000, 0.5592, 1.3011], [0.2670, 0.1823, 0.2650], [0.0108, 0.3909, 0.4007], [0.2982, 0.1194, -0.1331], [0.1657, 0.0343, -0.6938], [-0.2808, -0.3382, 0.0358], [-0.2159, -0.0977, -0.1626], [-0.0769, -0.2348, -0.0625]], "nbo_charge": [-0.185, 0.161, -0.581, -0.443, -0.242, -0.835, 0.147, 0.226, 0.216, 0.213, 0.232, 0.188, 0.192, 0.357, 0.355], "homo_lumo_gap_ha": 0.3229, "e_above_lowest_kj_mol": 153.2, "e_homo_ev": -8.300, "lumo_ha": 0.0178, "charge": 0}

What did we get for E? Answer: -3849.06951, -246.05142, -970.77337 a.u., in the order shown.